# 1
Entry from OMol25: a single C4H6FNS molecule in a non-equilibrium geometry (ωB97M-V/def2-TZVPD).

Properties
HOMO-LUMO gap, eV: 8.891
SMILES string: FCC(=S)N1CC1

Geometry (Å):
F: -0.900 -1.884 0.966
C: 0.005 -1.035 1.694
C: 0.624 0.006 0.863
S: 1.612 1.109 1.677
N: 0.358 -0.047 -0.479
C: 0.366 1.049 -1.502
C: -0.861 0.205 -1.250
H: -0.496 -0.553 2.495
H: 0.831 -1.725 2.053
H: 0.946 0.748 -2.521
H: 0.305 2.037 -1.081
H: -1.011 -0.477 -2.126
H: -1.779 0.566 -0.788


# 2
Entry from OMol25: a single C4H6FNS molecule in a non-equilibrium geometry (ωB97M-V/def2-TZVPD).

Properties
<S²>: 2.009
HOMO-LUMO gap (alpha / beta), eV: 8.008 / 7.495
Spin multiplicity: 3

Geometry (Å):
C: -1.033 0.711 -1.158
C: 0.258 1.300 -1.140
C: 0.310 -1.003 0.019
C: 0.199 -0.967 1.531
N: -0.965 -0.801 -0.463
F: -2.177 1.269 -1.460
S: 1.519 0.211 -0.548
H: 0.481 1.807 -2.161
H: 0.193 2.192 -0.257
H: 0.667 -2.070 -0.230
H: 0.370 -0.025 1.907
H: 0.940 -1.482 2.058
H: -0.763 -1.142 1.902


# 3
Entry from OMol25: a single C4H6I2 molecule in a non-equilibrium geometry (ωB97M-V/def2-TZVPD).

Properties
HOMO-LUMO gap, eV: 8.712
SMILES string: C/C(I)=C(/C)I

Geometry (Å):
C: 0.041 0.286 1.883
C: -0.073 0.552 0.423
I: -0.003 2.572 -0.204
C: -0.196 -0.445 -0.478
C: 0.057 -0.363 -1.945
I: -0.846 -2.304 0.236
H: -0.836 -0.164 2.322
H: 0.903 -0.426 1.954
H: 0.230 1.170 2.525
H: 0.730 -1.257 -1.940
H: 0.719 0.575 -2.052
H: -0.725 -0.195 -2.723


# 4
Entry from OMol25: 2 unconnected molecules or ions with the total composition C4H6I2O (ωB97M-V/def2-TZVPD).

Properties
HOMO-LUMO gap, eV: 9.398
SMILES string: C=C(I)C(C)=O.I

Geometry (Å):
C: 0.841 -0.988 1.496
C: 0.115 -0.081 0.860
I: -1.577 0.794 1.797
C: 0.428 0.351 -0.530
C: 0.134 1.773 -0.895
O: 0.897 -0.453 -1.302
H: 0.625 -1.310 2.500
H: 1.696 -1.423 1.006
H: 0.828 2.093 -1.670
H: 0.189 2.441 -0.040
H: -0.873 1.819 -1.307
I: -2.387 -2.636 -0.703
H: -0.917 -2.381 -1.211


# 5
Entry from OMol25: 2 unconnected molecules or ions with the total composition C4H6IN in a non-equilibrium geometry (ωB97M-V/def2-TZVPD).

Properties
HOMO-LUMO gap, eV: 9.850

Geometry (Å):
C: -0.602 -1.862 -0.095
C: -0.773 0.021 -0.895
C: 0.763 0.536 0.975
C: 0.523 0.660 -0.583
N: -0.520 -2.946 0.377
I: -2.480 0.809 0.086
H: -1.018 -0.366 -1.950
H: 0.111 1.213 1.414
H: 1.780 0.581 1.228
H: 0.259 -0.544 1.234
H: 1.416 0.172 -1.007
H: 0.541 1.726 -0.786


# 6
Entry from OMol25: a gas-phase ion, C4H6IN2 (charge +1) in a non-equilibrium geometry (ωB97M-V/def2-TZVPD).

Properties
HOMO-LUMO gap (alpha / beta), eV: 5.849 / 5.849
Charge: +1
SMILES string: I[NH2+]CN1C2=C[C@@H]21

Geometry (Å):
I: 1.789 0.503 1.937
N: 1.627 -0.526 -0.122
C: 0.656 0.148 -1.023
N: -0.687 -0.061 -0.565
C: -1.019 -0.919 0.461
C: -2.184 -0.362 0.847
C: -1.511 0.767 0.331
H: 1.645 -1.514 0.039
H: 2.507 -0.276 -0.632
H: 0.873 1.249 -1.288
H: 0.504 -0.230 -2.011
H: -3.108 -0.517 1.375
H: -1.091 1.739 0.652


# 7
Entry from OMol25: a single C4H6INO molecule in a non-equilibrium geometry (ωB97M-V/def2-TZVPD).

Properties
HOMO-LUMO gap (alpha / beta), eV: 9.626 / 9.625

Geometry (Å):
C: 0.517 2.058 0.059
C: -0.132 1.156 1.062
C: -0.817 0.226 0.156
C: -0.060 -0.998 -0.273
N: -0.168 1.666 -1.101
O: 1.264 2.914 0.380
I: -2.940 0.091 -0.064
H: 0.444 0.642 1.769
H: -0.833 1.781 1.541
H: -0.449 -1.869 0.178
H: 0.954 -0.860 -0.036
H: -0.107 -1.179 -1.342
H: 0.319 1.368 -1.870


# 8
Entry from OMol25: a molecular structure, C4H6INO2 in a non-equilibrium geometry (ωB97M-V/def2-TZVPD).

Properties
HOMO-LUMO gap (alpha / beta), eV: 6.692 / 6.659

Geometry (Å):
C: -0.471 -1.155 0.952
C: 0.351 -0.926 -0.284
C: -0.098 2.353 -0.115
C: 0.813 1.317 0.316
N: -1.394 -0.075 1.420
O: 1.317 0.138 0.034
O: 1.346 2.471 0.568
I: -2.696 0.326 -0.005
H: -1.010 -2.083 0.705
H: 0.137 -1.291 1.832
H: 1.022 -1.758 -0.456
H: -0.240 -0.762 -1.170
H: -0.003 2.909 -1.044
H: -0.852 2.492 0.598


Energy relative to the best compared isomer or geometry (same formula, charge and spin) (kJ/mol)
220.1; 89.5; 1.3; 0.0; 229.7; 649.4; 269.8; 541.3